(1)
The following is a DFT calculation (ωB97M-V with the def2-TZVPD basis set) of a structure of composition C23H17BrIN5O6S2Ti in a non-equilibrium geometry.

Structure (ORCA input):
```
! RIJCOSX wB97M-V def2-TZVPD def2/J DEFGRID3
* xyz -2 1
Ti 0.68134 0.36937 -0.56504
I -0.06475 -2.62989 -0.97559
C -1.88182 -2.91169 -0.04585
C -2.43043 -4.14012 -0.27888
C -3.75994 -4.43310 0.11658
C -4.51119 -3.46009 0.68373
C -3.96731 -2.17556 0.95414
C -4.80183 -1.18406 1.53002
C -4.29002 0.03670 1.83131
C -2.91709 0.29716 1.63943
C -2.06124 -0.62499 1.08989
C -2.60460 -1.88666 0.65665
H -1.85536 -4.88748 -0.80911
H -4.17438 -5.41571 -0.07696
H -5.54833 -3.64277 0.94664
H -5.84374 -1.42331 1.71440
H -4.92555 0.80778 2.25327
H -2.50045 1.25255 1.93260
O 2.45536 -1.64824 1.23611
S 2.91073 -0.31529 1.53516
O 3.17850 -0.02974 2.92116
O 2.10609 0.75716 0.86029
C 4.51000 -0.16015 0.71893
C 5.61998 -0.36800 1.53309
C 6.90432 -0.27732 1.01820
C 7.08848 0.03510 -0.31630
C 5.99004 0.24672 -1.13477
C 4.69507 0.15438 -0.62873
S 3.36994 0.50746 -1.80607
O 2.32673 -0.51004 -1.44542
O 3.96516 0.28914 -3.09507
O 2.92848 1.84279 -1.48339
H 5.44993 -0.58953 2.57784
H 7.75783 -0.44432 1.66636
H 8.08950 0.11445 -0.72701
H 6.11065 0.47768 -2.18459
N -1.47791 3.94024 -0.31366
C -0.28650 4.35854 0.27714
C 0.54488 3.31011 0.38606
N -0.03449 2.17379 -0.19707
C -1.25267 2.58958 -0.65504
C -2.05851 1.65861 -1.28027
N -1.62251 0.39911 -1.39630
C -2.57096 -0.25265 -2.15228
C -3.59336 0.57148 -2.46804
N -3.29974 1.80699 -1.86611
H -1.95885 4.55092 -0.95343
H -0.15113 5.37825 0.60058
H 1.52109 3.25202 0.83471
H -2.46026 -1.29076 -2.42374
H -4.49934 0.40397 -3.02395
H -3.63806 2.68424 -2.21350
Br 0.40132 1.01723 -3.39782
N -0.12820 -0.06870 2.28777
C -0.59958 -0.26344 1.09999
H -0.83530 -0.24990 3.01195
*
```

The energy above the lowest of the compared OMol25 structures with the same formula, charge and spin comes out at 1.146 eV. For the LUMO energy (spin up / spin down), the calculation gives 4.24 / 4.24 eV. The largest force on an atom comes out at 2.2 eV/A.

These are the Mulliken partial charges, in e, on atoms 1 to 8: atom 1 (Ti): 0.112, atom 2 (I): 0.304, atom 3 (C): -0.227, atom 4 (C): -0.786, atom 5 (C): -0.631, atom 6 (C): -0.899, atom 7 (C): 1.018, atom 8 (C): -0.945

---

(2)
The following is a DFT calculation (ωB97M-V with the def2-TZVPD basis set) of a cluster of 4 separate species, H8O4 in total.

Structure (ORCA input):
```
! RIJCOSX wB97M-V def2-TZVPD def2/J DEFGRID3
* xyz 0 1
O -21.88990 -23.34167 -4.89955
H -21.14826 -23.21304 -5.50548
H -21.63313 -24.11206 -4.35729
O -21.00397 -21.55677 -2.66369
H -20.86021 -22.34826 -2.13465
H -21.76894 -21.76942 -3.21276
O -21.62401 -25.96152 -3.62270
H -20.80484 -26.23490 -4.05674
H -22.31894 -26.13912 -4.27222
O -23.62504 -22.49556 -7.20283
H -24.42087 -22.59758 -6.67196
H -22.90232 -22.70414 -6.59237
*
```

The energy above the lowest of the compared OMol25 structures with the same formula, charge and spin comes out at 0.828 eV. Its SMILES is O.O.O.O. For the LUMO energy, the calculation gives 0.22 eV. The largest force on an atom comes out at 0.4 eV/A.

These are the Mulliken partial charges, in e, on atoms 1 to 8: atom 1 (O): -0.683, atom 2 (H): 0.348, atom 3 (H): 0.352, atom 4 (O): -0.633, atom 5 (H): 0.306, atom 6 (H): 0.327, atom 7 (O): -0.723, atom 8 (H): 0.346